This record from the OMol25 dataset describes a structure of composition C14H21Cl2NOPtSSi in a non-equilibrium geometry. The level of theory is the ωB97M-V functional and the def2-TZVPD basis.

Element x y z (Å)
1 Pt -0.7872 1.1690 0.2098
2 Cl -0.4070 3.5564 0.3769
3 C 0.5708 4.0769 -0.9374
4 C 1.0035 5.3900 -0.9334
5 C 1.7890 5.8581 -1.9711
6 C 2.1646 5.0039 -2.9962
7 C 1.7400 3.6913 -2.9877
8 Cl 2.2447 2.6386 -4.2561
9 C 0.9092 3.1871 -1.9684
10 S 0.3592 1.5527 -2.0627
11 H 0.7253 6.0383 -0.1166
12 H 2.1156 6.8848 -1.9756
13 H 2.7923 5.3540 -3.7999
14 C -3.2919 -4.1380 -0.6922
15 Si -1.5830 -3.8141 0.0960
16 C -1.4829 -4.6141 1.8286
17 C -0.2052 -4.5449 -1.0061
18 C -1.3260 -1.9885 0.2552
19 C -1.1828 -0.7809 0.3259
20 H -3.4865 -5.2001 -0.8101
21 H -3.3566 -3.6788 -1.6738
22 H -4.0918 -3.7202 -0.0885
23 H -1.6422 -5.6871 1.7774
24 H -2.2273 -4.2001 2.5011
25 H -0.5103 -4.4462 2.2810
26 H -0.3304 -5.6153 -1.1415
27 H 0.7769 -4.3810 -0.5728
28 H -0.2046 -4.0849 -1.9890
29 N -3.2736 1.7732 0.8249
30 H -3.7709 0.8905 0.8139
31 H -3.7370 2.4122 0.1882
32 H -3.3238 2.1565 1.7615
33 C 2.1428 -0.3304 0.6151
34 C 1.8757 0.3338 1.9224
35 C 2.7307 -0.0468 3.1024
36 O 0.9843 1.1563 2.0451
37 H 3.0182 -0.9671 0.6257
38 H 2.2425 0.4270 -0.1639
39 H 1.2554 -0.9209 0.3582
40 H 3.5678 -0.6729 2.8132
41 H 2.1194 -0.5759 3.8320
42 H 3.0928 0.8573 3.5886

Summary:
Spin multiplicity: 3
Energy relative to the best compared isomer or geometry (same formula, charge and spin), kcal/mol: 23.0
E, eV: -65398.843
Gap between HOMO and LUMO (spin up / spin down), Ha: 0.2754 / 0.2295